Below is C4H5NO in the gas phase at a distorted geometry, with properties calculated with wB97M-V/def2-TZVPD.

Computed properties:
HOMO-LUMO gap: 11.7 eV
structure (SMILES): N#CC[C@H]1CO1
ΔE to the lowest compared entry with this formula, charge and spin: 211.75 kJ/mol
strongest force on any atom: 1.67 eV/Å

Last column: Löwdin charge in e.
CARTESIAN COORDINATES (ANGSTROEM)
N -2.903 1.363 0.580  0.1424
C -1.906 0.945 0.177  -0.2094
C -0.637 0.520 -0.366  -0.1373
C 0.345 -0.150 0.544  -0.2744
C 1.227 -1.070 -0.128  -0.1257
O 1.607 0.281 -0.003  -0.0550
H 0.036 1.341 -0.556  0.1320
H -0.787 -0.057 -1.283  0.1330
H 0.281 -0.072 1.631  0.1590
H 1.791 -1.691 0.531  0.1096
H 0.945 -1.409 -1.127  0.1258

***

Below is 2 unconnected molecules or ions with the total composition C4H5NO at a distorted geometry, with properties calculated with wB97M-V/def2-TZVPD.

Computed properties:
HOMO-LUMO gap (spin up / spin down): 8.4 / 7.7 eV
ΔE to the lowest compared entry with this formula, charge and spin: 491.41 kJ/mol
strongest force on any atom: 1.11 eV/Å

Last column: Löwdin charge in e.
CARTESIAN COORDINATES (ANGSTROEM)
C -1.633 0.069 -0.789  -0.1184
C -0.257 0.030 -0.232  -0.0220
C 1.525 -0.201 1.570  -0.1864
O 1.777 -0.380 2.700  0.1204
C 2.266 0.036 0.307  -0.2218
N 1.959 0.213 -0.834  0.1054
H -2.364 -0.132 0.010  0.0912
H -1.775 -0.700 -1.553  0.0787
H -1.869 1.052 -1.206  0.0774
H 0.151 0.938 0.166  0.0376
H 0.220 -0.925 -0.139  0.0379

***

Below is C4H5NO in the gas phase, with properties calculated with wB97M-V/def2-TZVPD.

Computed properties:
HOMO-LUMO gap: 10.9 eV
structure (SMILES): C=COC1=NC1
ΔE to the lowest compared entry with this formula, charge and spin: 297.74 kJ/mol
strongest force on any atom: 0.54 eV/Å

Last column: Löwdin charge in e.
CARTESIAN COORDINATES (ANGSTROEM)
C -1.154 -1.165 0.344  0.0467
C -1.350 -0.251 -0.594  -0.1708
O -0.328 0.387 -1.283  0.0506
C 0.781 0.599 -0.584  -0.4588
N 1.987 0.876 -0.744  0.1948
C 1.403 0.766 0.691  -0.0788
H -0.159 -1.488 0.629  0.0643
H -1.999 -1.613 0.851  0.0648
H -2.318 0.089 -0.945  0.1191
H 1.703 -0.096 1.287  0.0816
H 1.288 1.696 1.247  0.0864

***

Below is C4H5NO in the gas phase at a distorted geometry, with properties calculated with wB97M-V/def2-TZVPD.

Computed properties:
HOMO-LUMO gap: 10.1 eV
structure (SMILES): C#CCON=C
ΔE to the lowest compared entry with this formula, charge and spin: 633.27 kJ/mol
strongest force on any atom: 7.53 eV/Å

Last column: Löwdin charge in e.
CARTESIAN COORDINATES (ANGSTROEM)
C 0.357 2.218 2.134  0.1152
C 0.787 1.235 1.439  -0.0814
C 0.566 0.062 0.606  -0.2429
O -0.483 -0.210 -0.324  -0.1585
N -0.033 -1.149 -1.044  -0.1221
C -0.827 -1.326 -2.066  -0.0262
H 0.307 2.804 3.065  0.0376
H 1.521 -0.449 0.094  0.1598
H 0.249 -0.650 1.366  0.1174
H -0.692 -1.988 -2.996  0.0795
H -1.751 -0.547 -2.275  0.1216

***

Below is C4H5NO in the gas phase at a distorted geometry, with properties calculated with wB97M-V/def2-TZVPD.

Computed properties:
HOMO-LUMO gap: 11.6 eV
structure (SMILES): N#C[C@H]1CCO1
ΔE to the lowest compared entry with this formula, charge and spin: 156.67 kJ/mol
strongest force on any atom: 1.11 eV/Å

Last column: Löwdin charge in e.
CARTESIAN COORDINATES (ANGSTROEM)
N 2.825 -0.766 0.021  0.1576
C 1.858 -0.140 0.122  -0.1444
C 0.596 0.621 0.234  -0.3185
C -0.477 0.189 -0.784  -0.0771
C -1.109 -0.504 0.430  -0.1562
O -0.200 0.167 1.328  -0.0782
H 0.822 1.690 0.302  0.1496
H -1.062 1.032 -1.155  0.1131
H -0.143 -0.437 -1.613  0.1150
H -2.152 -0.263 0.655  0.1174
H -0.959 -1.590 0.461  0.1217

***

Below is a molecular structure, C4H5NO, with properties calculated with wB97M-V/def2-TZVPD.

Computed properties:
HOMO-LUMO gap: 9.9 eV
ΔE to the lowest compared entry with this formula, charge and spin: 487.81 kJ/mol
strongest force on any atom: 0.48 eV/Å

Last column: Löwdin charge in e.
CARTESIAN COORDINATES (ANGSTROEM)
N 1.860 0.319 -0.377  0.1572
C 0.707 -0.336 0.007  -0.5203
C 0.576 1.111 -0.005  -0.0717
C -0.528 0.246 -0.555  -0.0888
C -1.120 -0.697 0.528  -0.0754
O 0.201 -1.196 0.946  0.0155
H 1.999 0.252 -1.386  0.0942
H 0.640 1.835 0.794  0.1220
H -0.954 0.311 -1.558  0.1219
H -1.679 -1.515 0.068  0.1248
H -1.644 -0.275 1.385  0.1207

***

Below is C4H5NO in the gas phase at a distorted geometry, with properties calculated with wB97M-V/def2-TZVPD.

Computed properties:
HOMO-LUMO gap: 9.3 eV
structure (SMILES): [H]/N=C1\CCC1=O
ΔE to the lowest compared entry with this formula, charge and spin: 205.15 kJ/mol
strongest force on any atom: 4.05 eV/Å

Last column: Löwdin charge in e.
CARTESIAN COORDINATES (ANGSTROEM)
H 2.147 -1.851 0.300  0.0722
N 1.165 -1.754 0.593  0.1758
C 0.433 -0.807 0.195  -0.3144
C 0.591 0.458 -0.671  -0.0663
C -0.837 0.956 -0.117  -0.0784
C -0.969 -0.375 0.588  -0.3293
O -1.937 -0.758 1.248  0.0983
H 1.433 0.918 -0.123  0.1239
H 0.384 0.267 -1.713  0.1084
H -1.571 1.177 -0.868  0.1073
H -0.838 1.770 0.567  0.1024

***

Below is C4H5NO in the gas phase at a distorted geometry, with properties calculated with wB97M-V/def2-TZVPD.

Computed properties:
HOMO-LUMO gap (spin up / spin down): 7.1 / 7.8 eV
multiplicity: 3
ΔE to the lowest compared entry with this formula, charge and spin: 65.17 kJ/mol
strongest force on any atom: 7.20 eV/Å

Last column: Löwdin spin population.
CARTESIAN COORDINATES (ANGSTROEM)
C -0.359 1.345 -0.008  0.3896
C -1.464 0.624 -0.172  0.4767
C -0.495 -1.138 0.752  0.0559
C 0.866 0.661 0.181  0.2448
N 0.843 -0.617 0.311  0.4853
O -1.743 -0.563 0.433  0.2502
H -0.187 2.251 -0.522  0.0151
H -2.327 1.037 -0.496  0.0293
H -0.393 -0.968 1.792  0.0339
H -0.626 -2.280 0.670  0.0118
H 1.856 1.168 0.148  0.0075